Below is C40H106N14O16 as an isolated structure at a distorted geometry, with properties calculated with wB97M-V/def2-TZVPD.

Values from the calculation:
lowest unoccupied orbital energy: -0.21 eV
frontier orbital gap: 6.065 eV
relative energy (zero: lowest compared OMol25 entry of this formula, charge and spin): 3955.0 kJ/mol
E: -3556.4210 hartree

Structure (XYZ):
```
176
Properties=species:S:1:pos:R:3:forces:R:3:mulliken_charge:R:1
C 15.9450 1.5483 22.8831 1.558 1.901 -0.098 -1.216
H 21.2835 4.3954 25.8966 2.539 -0.460 -2.398 -0.637
H 26.7152 -2.5868 22.6665 -0.258 -0.183 0.365 0.326
C 18.0069 5.8616 22.1570 3.760 2.226 3.550 -0.042
H 19.0579 0.9370 21.8061 2.076 -1.858 -0.541 -2.238
C 23.3997 3.0740 26.2210 0.749 1.074 -0.056 -1.925
H 20.5972 4.0001 24.5169 -0.070 0.156 -0.355 0.137
N 18.3831 2.7599 21.4069 1.482 0.180 4.768 0.935
H 20.6735 9.5504 25.1359 0.164 -0.739 -0.118 0.296
C 22.3312 -1.3794 29.9732 -1.945 -0.469 0.257 -0.606
O 14.3231 2.4339 25.7511 -0.252 -0.302 -0.871 -0.342
H 22.8998 1.0038 25.9609 0.250 0.291 -0.058 -1.388
H 15.3277 1.3913 21.9986 0.011 -0.036 -0.090 0.594
H 22.0260 4.9981 20.5151 -0.403 -0.634 -0.158 0.084
C 23.6076 -0.8948 24.6087 0.528 1.835 -1.960 0.647
H 20.5363 4.1465 20.0049 -0.210 -0.287 0.604 0.209
O 17.6062 4.9425 21.5081 -4.069 2.533 7.563 -0.896
C 21.2468 12.0360 24.8316 -1.448 0.200 0.135 -0.834
C 22.6687 -3.2929 24.8553 2.649 -6.637 1.792 -1.120
C 21.0352 -0.9270 27.0828 0.406 1.224 -1.263 -1.897
H 25.6213 -0.5008 25.2415 -0.255 -0.254 1.041 0.257
H 19.7910 -0.1056 23.7043 0.425 -0.004 -0.135 -0.654
O 24.0642 2.5597 21.2222 0.300 -0.602 1.552 -0.115
H 20.5906 5.8662 20.1943 -0.343 0.192 0.362 0.358
H 20.6128 10.3627 26.6600 -0.199 0.932 -0.013 0.628
H 24.3104 -1.1740 28.4762 0.390 -0.407 -0.226 0.759
N 18.0364 0.2770 27.9233 -5.837 1.662 3.627 0.123
H 23.1892 9.7290 27.0423 -0.457 0.962 -0.146 0.454
H 17.7849 7.7205 22.8935 -0.548 -0.169 -0.322 0.144
H 22.6512 2.5547 23.4285 -0.056 0.110 0.830 -2.451
C 25.1681 -1.2456 24.5873 -0.498 2.012 -0.858 -2.210
H 16.7472 -0.7331 22.3185 -0.294 -0.520 0.106 0.511
H 18.4360 -0.4446 22.2713 -0.045 -0.530 0.796 0.568
H 23.6602 4.8527 22.8406 0.510 0.501 0.439 0.358
H 18.4014 2.3508 25.4172 2.175 -1.261 0.336 0.166
H 25.3959 -2.2252 25.0075 0.749 -0.212 -1.239 0.692
O 25.8332 -0.7885 23.4014 -0.139 -3.020 -1.501 -0.296
N 22.9677 1.7920 24.0100 0.159 -0.255 -0.351 1.420
H 19.8740 1.0320 20.2655 0.539 -0.883 -0.026 0.576
H 20.5423 1.8164 21.7492 -0.307 -2.690 -0.757 0.436
H 16.4509 7.0160 21.9391 0.113 0.640 0.254 0.326
C 22.1310 5.0686 25.7676 2.135 -0.031 -1.126 -0.035
H 20.8149 1.3999 24.1484 -1.097 1.840 0.618 -1.316
C 17.5352 -0.1725 22.8215 -0.835 -2.658 -0.333 -1.258
H 23.2323 -1.2021 30.5602 0.458 0.023 -0.769 0.399
H 24.5758 6.9272 24.1394 -0.205 -0.497 -0.074 0.284
H 17.6110 4.1874 18.7994 0.310 -0.721 0.004 0.228
H 24.1586 9.3836 24.6548 0.228 -0.137 -0.141 0.416
H 19.2107 -2.7296 32.1011 -0.363 0.609 0.026 0.308
H 20.5526 -1.8800 26.8660 -0.762 0.044 0.689 1.133
H 17.8428 2.6580 28.2762 -0.639 0.717 -0.063 0.618
C 26.0080 -1.8158 22.3609 0.739 1.456 0.224 -0.819
H 22.9711 -4.2500 25.2804 -0.718 -1.093 0.981 0.537
C 16.1303 3.0578 23.2251 -1.979 -0.169 0.154 -0.761
H 21.8725 -3.4456 24.1267 0.059 -0.897 1.403 0.391
H 15.2861 2.9941 27.3605 0.857 0.184 0.492 0.593
H 21.6327 2.0522 25.5240 0.609 0.199 0.321 0.814
H 17.9211 2.8985 24.0317 -0.225 -0.093 -0.058 -0.818
H 25.1115 -2.2435 21.9120 -0.341 0.056 0.549 0.303
O 22.6215 6.7036 23.2397 1.048 0.648 1.037 -0.210
H 23.7690 3.1495 19.3210 -0.397 -0.231 -0.056 0.288
H 18.5835 1.0895 28.1693 -0.717 0.095 0.058 0.162
N 22.7642 -1.7465 23.7663 -1.084 7.564 -3.760 0.256
N 19.8791 4.5590 26.9338 -1.464 2.132 0.501 -0.122
H 22.1273 5.8213 26.5559 0.383 -0.229 0.761 0.707
H 25.5556 1.1511 21.7746 -0.002 0.128 0.044 0.598
H 16.3744 3.7088 22.3856 0.298 -0.813 0.108 0.388
O 18.3448 1.9959 19.3648 1.049 -4.462 -3.122 -0.839
H 18.0446 3.4840 22.0244 0.424 -0.928 -0.696 -1.739
H 20.6000 11.6805 24.0295 -0.043 -0.172 -0.369 0.311
H 20.8782 4.6671 26.8320 -1.431 1.104 1.725 0.656
C 24.3468 1.5836 23.5804 1.432 3.045 -0.125 -0.534
C 19.2135 -2.9323 31.0301 -0.821 -0.759 0.061 -0.855
H 12.9398 3.8304 25.1330 -0.062 0.359 0.149 0.276
H 26.5170 -1.2779 21.5610 -0.044 0.046 -0.089 0.308
H 18.7657 -0.2318 25.2599 0.132 -0.329 0.082 -1.102
O 20.7386 -0.0164 26.0426 -0.992 0.654 -0.174 0.390
H 22.6169 9.1760 23.8806 -0.440 0.190 0.241 0.253
H 15.1504 3.4890 23.4298 -0.332 -0.247 0.655 0.521
O 22.4769 -2.4159 25.9590 0.228 -3.835 -0.958 -0.087
H 25.1350 2.1112 19.5410 0.266 -0.215 -0.132 0.342
H 23.8305 0.6254 21.7898 0.186 -0.562 -0.322 0.385
N 22.9306 8.1754 25.7928 -0.231 -0.389 -0.165 -0.049
C 23.7974 7.4950 23.6296 -0.557 0.039 -0.786 -0.932
H 24.1910 7.9338 22.7127 0.349 -0.154 -0.199 0.449
N 17.8498 4.0342 19.7688 -0.747 2.617 -8.243 -0.238
H 21.8306 -0.4518 29.6952 0.525 0.887 0.600 0.399
O 20.2808 2.6756 27.9426 2.760 -3.268 3.251 -0.579
H 22.2207 7.4626 25.7027 0.236 -0.052 -0.580 -0.147
O 20.6308 4.9093 21.9994 8.017 -7.546 -7.132 0.366
H 18.9060 0.3438 26.9596 2.285 0.023 -4.082 -2.176
H 23.5082 -3.0291 24.2121 0.437 -2.378 1.636 0.337
N 17.0468 3.3055 24.3316 -0.739 0.826 -0.515 0.745
H 24.3556 -1.7906 25.9745 -0.036 -1.774 2.397 0.378
C 20.8095 -0.2112 23.3308 -0.917 -2.279 -0.298 1.838
O 20.1282 -2.1331 30.3568 3.673 -6.698 7.383 0.016
H 20.1607 -1.4094 29.4447 -0.865 1.214 -2.005 0.724
C 20.0425 0.9391 21.3384 0.765 -0.979 2.269 0.417
C 21.3972 -2.0712 30.9926 1.331 -0.420 -1.648 -0.839
H 15.4835 1.0699 23.7469 0.291 -0.428 0.061 0.436
N 19.5126 -0.6717 29.2085 -3.403 5.275 -2.746 -0.377
H 20.4792 2.8601 21.7051 -0.575 2.855 0.472 0.147
C 23.3579 8.6620 24.4930 -0.022 -1.022 -0.349 -0.361
H 20.8564 -2.4519 23.4622 -0.359 0.400 -0.994 0.236
H 17.6566 4.2172 27.4065 -0.246 -0.363 1.003 0.486
N 22.4704 -2.1101 28.7156 2.643 0.275 1.904 -0.210
H 17.5617 3.1325 26.3178 -1.508 -0.850 -1.386 -1.381
O 18.1780 -2.0076 27.9086 0.251 2.155 0.395 -0.766
C 20.9447 4.9351 20.6368 0.272 0.889 -2.336 -0.740
H 21.9317 8.6593 27.4910 -0.413 0.050 0.054 0.398
O 20.7433 -0.1517 21.9057 1.171 -2.092 -1.137 -0.709
C 19.3390 0.3761 25.9598 2.467 1.844 -1.621 -0.564
H 21.8584 3.3088 22.4812 0.026 0.553 -0.006 0.897
H 22.9455 -1.3887 22.8394 -0.087 0.125 -0.695 0.771
C 24.0994 2.2550 19.8489 0.689 0.368 0.110 -0.988
C 22.3365 9.1900 26.6293 0.198 -1.395 -0.039 -1.136
H 21.4136 0.6299 23.6709 1.198 -2.409 -0.854 0.795
C 23.6778 -2.3257 26.6396 1.206 0.762 2.532 -1.243
O 23.3991 4.4158 25.6284 -0.780 -0.875 0.004 -0.422
H 20.9604 -1.6759 24.9446 0.451 0.444 -0.724 0.045
N 17.3672 6.9705 22.3615 -3.197 2.929 -0.392 -0.421
C 21.3249 -1.5816 23.9217 -1.010 2.247 -1.868 -1.138
H 18.2796 -2.7431 30.5009 -0.252 -0.190 0.473 0.276
C 15.4019 3.1748 26.2918 0.545 -0.754 -1.160 -1.593
H 19.9442 2.3724 26.2938 -0.067 -0.858 -1.440 -0.306
H 19.1268 3.7654 23.6394 0.429 0.097 0.305 0.366
C 18.2382 2.8875 20.1521 -1.206 -0.062 -1.803 -0.217
H 21.4244 -1.5211 31.9332 -0.476 -0.051 0.111 0.444
C 16.7840 2.7466 25.6587 -3.173 0.615 -0.376 1.051
C 19.3773 1.8737 25.5076 0.334 -1.059 0.086 1.983
H 20.5622 12.2694 25.6470 -0.182 0.302 0.166 0.328
C 19.5131 3.5142 27.6286 -1.063 2.238 0.138 -0.006
H 21.9232 4.9396 22.5465 3.384 1.687 0.996 -0.828
H 22.9802 3.2217 27.2161 -0.301 -0.603 0.166 0.420
H 15.2740 4.2402 26.1007 -0.034 0.324 -0.087 0.601
H 13.1820 3.5680 26.9211 -0.821 0.372 0.050 0.354
C 21.3039 10.0261 25.8871 0.987 -0.150 1.499 -0.462
H 23.5456 1.3513 19.5945 -0.346 0.076 -0.035 0.366
C 20.1378 3.3738 23.7522 -1.172 -0.679 2.371 1.505
H 22.0964 -1.1634 27.0048 -3.919 1.381 -0.929 -1.567
H 19.6766 0.2688 29.5382 -0.023 -0.033 -0.086 0.070
H 24.0361 -3.2829 27.0183 0.011 -0.126 -0.100 0.459
H 19.7514 5.0083 22.5389 -3.496 0.960 1.674 -0.233
H 23.0298 5.7415 21.4560 0.645 0.378 0.324 0.889
C 18.5196 -0.8669 28.3277 0.880 -4.208 2.165 0.733
O 17.3127 1.1367 22.6227 -2.916 0.770 1.442 -0.048
H 16.8909 1.6658 25.5664 -0.692 -0.418 0.708 0.165
H 20.8732 -0.4706 28.0593 0.213 -0.170 -1.284 0.980
C 22.8540 5.5053 22.5055 1.766 0.291 0.532 -0.899
H 19.4501 6.6414 23.2726 0.302 -0.333 0.002 0.392
N 18.2061 3.4482 27.7627 -1.484 0.072 2.718 -0.209
H 23.0530 -0.4108 27.5041 0.984 0.561 0.768 0.808
O 22.0888 11.0044 25.2847 -0.084 1.927 -0.417 -0.313
H 21.6388 12.9986 24.5030 1.051 -0.485 0.108 0.278
H 12.2573 2.3938 25.8971 0.180 -0.062 0.155 0.241
N 19.1972 5.8322 22.7237 -7.996 6.090 4.599 -0.052
C 24.5314 1.4259 22.0266 -1.495 0.516 0.892 -1.251
C 13.0790 3.1088 25.9380 0.966 -0.422 0.032 -0.794
H 21.8004 -3.0790 31.0914 -0.081 -0.221 0.486 0.363
N 20.0049 1.9960 24.2412 -0.619 1.832 -1.981 1.906
H 24.4478 2.8210 26.3814 0.185 0.234 -0.155 0.498
C 20.7984 3.5625 22.4751 2.053 -1.849 -1.915 -0.898
H 23.2681 -0.8334 25.6426 -0.087 1.146 -1.929 0.538
H 23.5090 0.0963 24.1659 -0.160 -1.688 0.747 -0.341
C 23.4289 -1.3681 27.8652 0.950 -2.494 0.632 -0.721
H 21.9838 5.6718 24.8717 -0.223 -0.271 -0.192 -0.579
H 17.5033 -0.3936 23.8883 0.333 -0.562 0.000 0.357
H 24.7624 2.4967 24.0065 1.380 0.363 -0.782 0.971
H 17.2063 0.2235 27.3504 0.075 0.667 0.036 0.575
H 17.7344 4.7516 20.4703 0.159 0.012 -4.133 0.468
C 22.7150 1.9476 25.4481 -0.537 1.100 -0.368 1.161
H 18.4868 1.8319 21.7918 -1.074 2.773 -0.711 1.616
H 24.8686 0.7816 24.1025 -0.263 1.013 -0.680 0.822
H 19.1528 5.2322 26.7353 0.847 0.422 -0.277 0.232
H 19.4566 -3.9943 30.9967 0.139 -0.190 -0.518 0.278
H 21.6298 -2.4232 28.2513 0.146 0.082 0.352 0.844
```
Positions in Å, forces in eV/Å.